Entry 1:
Density functional theory data (the ωB97M-V functional and the def2-TZVPD basis) for the ion C4H7N3 with charge +2.

Output
Frontier orbital gap = 9.7 eV
Total energy = -320.0049 a.u.
Net charge = +2
E_HOMO = -20.67 eV
ΔE to the lowest compared entry with this formula, charge and spin = 289.4 kJ/mol

Last column: Löwdin charge in e.
CARTESIAN COORDINATES (ANGSTROEM)
C (1.7412, -0.9711, 1.1776)  0.37
C (-0.5811, 0.1106, 0.1833)  -0.27
C (-1.6965, 0.7795, -0.3666)  0.04
C (1.1303, -0.2399, -1.6431)  0.24
N (0.8519, -0.4648, 1.6870)  0.14
N (-0.3843, -0.1925, 1.5008)  0.17
N (0.4267, -0.2077, -0.5804)  0.11
H (-1.6248, 0.8197, -1.4531)  0.11
H (-1.8352, 1.8225, 0.1614)  0.18
H (-2.7838, 0.3143, -0.1982)  0.19
H (1.6853, 0.6881, -1.7573)  0.14
H (2.7651, -1.1828, 1.3250)  0.16
H (1.3945, -1.1009, -2.3130)  0.17
H (-1.0894, -0.1751, 2.2767)  0.26



Entry 2:
Density functional theory data (the ωB97M-V functional and the def2-TZVPD basis) for a structure of composition C4H7N3O.

Output
Frontier orbital gap = 9.5 eV
Total energy = -395.9721 a.u.
E_HOMO = -9.43 eV
ΔE to the lowest compared entry with this formula, charge and spin = 462.8 kJ/mol

Last column: Löwdin charge in e.
CARTESIAN COORDINATES (ANGSTROEM)
C (-1.6522, -1.6278, 0.5061)  -0.07
C (-0.7363, -0.7247, -0.0105)  -0.45
C (0.6791, -0.4805, 0.5307)  -0.41
C (1.2705, 1.7860, -0.0759)  -0.20
H (-0.5579, -2.3750, 0.8376)  0.17
H (-2.2330, -1.9745, -0.5753)  0.16
H (-2.4796, -1.2863, 1.4378)  0.17
H (2.1238, -1.2270, 1.0175)  0.05
H (1.7684, 2.7329, 0.1616)  0.11
H (-0.1743, 1.2305, -1.4762)  0.08
H (0.0159, 3.0580, -1.3732)  0.16
N (1.2580, -1.6477, 0.7110)  0.14
N (1.3190, 0.6858, 0.6670)  0.08
N (0.4978, 2.0643, -1.2111)  0.05
O (-1.0992, -0.2141, -1.1470)  -0.05



Entry 3:
Density functional theory data (the ωB97M-V functional and the def2-TZVPD basis) for the molecule C4H7N3O.

Output
Frontier orbital gap = 7.1 eV
Total energy = -396.0986 a.u.
E_HOMO = -7.24 eV
ΔE to the lowest compared entry with this formula, charge and spin = 130.7 kJ/mol

Last column: Löwdin charge in e.
CARTESIAN COORDINATES (ANGSTROEM)
C (-0.5466, 0.6213, -0.1199)  -0.26
C (0.0829, -0.6205, -0.0708)  -0.26
N (-0.6447, -1.7777, -0.1327)  0.11
N (2.3190, 0.2299, 0.0160)  0.08
C (-1.9804, 0.7349, -0.0181)  -0.21
C (1.5148, -0.7580, 0.0424)  -0.16
N (0.1768, 1.7800, -0.2662)  0.09
O (-2.7872, -0.1819, 0.0479)  0.01
H (-0.2239, -2.6225, 0.2107)  0.09
H (-1.6472, -1.6628, -0.0258)  0.07
H (-0.2484, 2.6275, 0.0725)  0.09
H (1.1760, 1.6555, -0.1231)  0.04
H (3.2974, -0.0107, 0.1501)  0.07
H (-2.3365, 1.7817, 0.0354)  0.12
H (1.8480, -1.7968, 0.1816)  0.12